1.
Density functional theory data (the ωB97M-V functional and the def2-TZVPD basis) for a cluster of 10 separate species, C21H32FN11O3S in total at a distorted geometry.

Geometry as XYZ:
```
69
Properties=species:S:1:pos:R:3:nbo_charge:R:1
C -1.231 2.690 2.280 -0.67
C -0.676 1.658 1.309 -0.26
N -0.864 1.994 -0.125 -0.53
N -0.250 3.227 -0.530 -0.45
C 0.686 2.928 -1.276 0.90
O 1.554 2.598 -1.954 -0.43
S -2.446 1.900 -0.592 2.52
O -3.150 0.918 0.150 -0.92
O -3.088 3.155 -0.723 -0.90
F -2.317 1.313 -2.058 -0.48
H -0.987 3.729 2.039 0.25
H -2.303 2.575 2.458 0.21
H -0.761 2.489 3.247 0.24
H -1.072 0.646 1.473 0.28
H 0.402 1.577 1.464 0.21
C 2.413 4.235 2.003 -0.72
C 1.908 3.888 3.330 0.30
N 1.504 3.617 4.364 -0.35
H 2.329 5.309 1.846 0.26
H 3.458 3.941 1.916 0.25
H 1.831 3.718 1.243 0.25
C -2.477 -1.468 -3.993 -0.72
C -2.989 -2.840 -3.962 0.29
N -3.395 -3.911 -3.940 -0.34
H -2.756 -0.951 -3.078 0.26
H -1.393 -1.479 -4.082 0.24
H -2.897 -0.939 -4.846 0.27
C -2.618 -3.155 -7.696 -0.73
C -2.417 -1.711 -7.572 0.31
N -2.254 -0.584 -7.469 -0.37
H -3.356 -3.366 -8.468 0.25
H -1.678 -3.633 -7.958 0.27
H -2.968 -3.560 -6.748 0.27
C -3.424 -1.984 2.196 -0.72
C -2.076 -1.423 2.275 0.33
N -1.018 -0.984 2.329 -0.37
H -4.155 -1.179 2.177 0.26
H -3.523 -2.576 1.288 0.26
H -3.610 -2.619 3.059 0.25
C 2.356 -3.603 1.891 -0.72
C 2.603 -2.169 2.059 0.30
N 2.807 -1.051 2.189 -0.35
H 1.597 -3.762 1.129 0.26
H 3.272 -4.102 1.587 0.25
H 2.011 -4.030 2.831 0.25
C 4.391 -7.443 2.338 -0.72
C 3.492 -6.945 1.294 0.29
N 2.789 -6.557 0.477 -0.34
H 4.582 -6.657 3.066 0.25
H 3.935 -8.293 2.842 0.26
H 5.334 -7.755 1.894 0.26
C -4.532 5.774 2.028 -0.72
C -3.070 5.715 2.006 0.31
N -1.927 5.667 1.980 -0.35
H -4.910 5.869 1.012 0.26
H -4.931 4.865 2.473 0.25
H -4.857 6.632 2.613 0.25
C 1.262 -1.744 -5.871 -0.72
C 0.570 -3.034 -5.938 0.29
N 0.028 -4.042 -5.992 -0.34
H 2.192 -1.853 -5.317 0.26
H 1.483 -1.392 -6.876 0.26
H 0.632 -1.012 -5.371 0.25
C 4.726 3.313 5.685 -0.72
C 6.073 3.885 5.760 0.29
N 7.125 4.333 5.817 -0.34
H 3.983 4.105 5.644 0.26
H 4.633 2.693 4.795 0.25
H 4.538 2.698 6.562 0.26
```

Computed properties:
E_HOMO	-0.3824	Eh
lowest unoccupied orbital energy	0.21	eV
largest force on an atom	0.0280	hartree/bohr
SMILES	CCN(N=C=O)S(=O)(=O)F.CC#N.CC#N.CC#N.CC#N.CC#N.CC#N.CC#N.CC#N.CC#N
orbital gap	0.3901	Eh
net charge	0
multiplicity	1
E	-2145.33313	Eh
molecular weight	537.63	g mol⁻¹

2.
Density functional theory data (the ωB97M-V functional and the def2-TZVPD basis) for a cluster of 3 separate species, H6O3 in total.

Geometry as XYZ:
```
9
Properties=species:S:1:pos:R:3:nbo_charge:R:1
O -0.135 3.072 -0.863 -0.95
H 0.293 2.259 -0.567 0.48
H -1.040 2.801 -1.037 0.46
O 0.449 0.127 -0.280 -0.98
H 1.412 0.123 -0.291 0.47
H 0.197 -0.798 -0.122 0.50
O -0.174 -2.508 0.729 -0.95
H -1.034 -2.930 0.833 0.48
H 0.032 -2.144 1.598 0.48
```

Computed properties:
energy above the lowest of the compared OMol25 structures with the same formula, charge and spin	7.1	kcal/mol
E_HOMO	-0.3979	Eh
lowest unoccupied orbital energy	0.47	eV
largest force on an atom	0.0039	hartree/bohr
SMILES	O.O.O
orbital gap	0.4154	Eh
net charge	0
multiplicity	1
E	-229.31384	Eh
molecular weight	54.05	g mol⁻¹

3.
Density functional theory data (the ωB97M-V functional and the def2-TZVPD basis) for a cluster of 2 separate species, C2H7BrN in total at a distorted geometry.

Geometry as XYZ:
```
11
Properties=species:S:1:pos:R:3:nbo_charge:R:1
C -0.404 1.098 -0.610 -0.47
C 0.535 -0.803 0.896 -0.10
N 0.409 -0.202 -0.484 -0.58
Br 0.910 -2.648 0.860 0.20
H -0.994 1.162 0.340 0.25
H 0.114 2.110 -0.824 0.27
H -1.231 1.087 -1.305 0.26
H 1.066 -0.286 1.544 0.18
H -1.623 -0.401 1.659 0.08
H 1.292 -0.251 -1.014 0.45
H -0.073 -0.866 -1.062 0.44
```

Computed properties:
energy above the lowest of the compared OMol25 structures with the same formula, charge and spin	111.2	kcal/mol
E_HOMO (alpha / beta)	-0.5246 / -0.5481	Eh
lowest unoccupied orbital energy (alpha / beta)	-4.98 / -5.73	eV
largest force on an atom	0.1056	hartree/bohr
orbital gap (alpha / beta)	0.3415 / 0.3374	Eh
net charge	+1
multiplicity	1
E	-2708.71034	Eh
molecular weight	124.99	g mol⁻¹

4.
Density functional theory data (the ωB97M-V functional and the def2-TZVPD basis) for a cluster of 2 separate species, C2H6N2O2 in total at a distorted geometry.

Geometry as XYZ:
```
12
Properties=species:S:1:pos:R:3:lowdin_spin:R:1
C -1.833 0.985 0.021 0.04
C 2.039 -0.313 0.027 0.16
N -1.776 -0.386 -0.267 0.21
N -0.712 -0.954 -0.268 0.43
O -0.052 -1.923 -0.173 0.31
O 1.180 0.513 -0.371 0.72
H -2.420 1.157 0.960 0.00
H -2.335 1.448 -0.824 0.00
H -0.803 1.332 0.423 0.00
H 2.770 -0.741 -0.703 0.02
H 1.327 -1.147 0.318 0.09
H 2.617 0.028 0.857 0.01
```

Computed properties:
energy above the lowest of the compared OMol25 structures with the same formula, charge and spin	32.8	kcal/mol
E_HOMO (alpha / beta)	-0.2892 / -0.3566	Eh
lowest unoccupied orbital energy (alpha / beta)	1.16 / -1.64	eV
largest force on an atom	0.0917	hartree/bohr
orbital gap (alpha / beta)	0.3320 / 0.2964	Eh
net charge	0
multiplicity	3
E	-339.52213	Eh
molecular weight	90.08	g mol⁻¹

5.
Density functional theory data (the ωB97M-V functional and the def2-TZVPD basis) for a structure of composition C5H10EuIN2O2 at a distorted geometry.

Geometry as XYZ:
```
21
Properties=species:S:1:pos:R:3:lowdin_spin:R:1
N -2.594 -0.078 -2.022 0.00
N -1.379 0.602 -1.768 0.02
C -0.866 0.659 -0.420 0.00
C 0.350 -0.282 -0.228 0.00
C 0.585 -0.714 1.209 0.01
C 1.943 -1.221 1.696 0.00
I 3.508 0.206 1.309 0.00
C -0.377 2.063 -0.092 0.02
O -0.695 3.089 -0.742 0.63
O 0.413 2.318 0.825 0.31
H -3.384 0.302 -1.513 0.00
H -2.520 -1.062 -1.818 0.00
H -1.469 1.519 -2.187 0.00
H -1.629 0.415 0.327 0.00
H 0.103 -1.110 -0.899 0.00
H 1.192 0.273 -0.649 0.00
H 0.429 0.148 1.854 0.00
H -0.168 -1.459 1.477 0.00
H 2.193 -2.151 1.262 0.00
H 1.939 -1.382 2.765 0.00
Eu 2.426 -2.133 -0.388 5.01
```

Computed properties:
E_HOMO (alpha / beta)	-0.5648 / -0.5636	Eh
lowest unoccupied orbital energy (alpha / beta)	-9.18 / -9.17	eV
largest force on an atom	0.1463	hartree/bohr
orbital gap (alpha / beta)	0.2274 / 0.2266	Eh
net charge	+2
multiplicity	7
E	-1463.61902	Eh
molecular weight	409.01	g mol⁻¹

6.
Density functional theory data (the ωB97M-V functional and the def2-TZVPD basis) for an isolated molecule of C3H6O at a distorted geometry.

Geometry as XYZ:
```
10
Properties=species:S:1:pos:R:3:nbo_charge:R:1
C 1.646 -0.676 0.655 -0.65
C 0.545 0.291 0.196 -0.24
C -0.630 -0.215 -0.223 0.10
O -1.661 0.649 -0.629 -0.72
H 2.202 -1.076 -0.279 0.22
H 2.400 -0.154 1.302 0.22
H 1.099 -1.607 1.163 0.21
H 0.682 1.291 0.440 0.21
H -1.071 -1.067 0.222 0.17
H -1.389 1.023 -1.585 0.48
```

Computed properties:
energy above the lowest of the compared OMol25 structures with the same formula, charge and spin	46.4	kcal/mol
E_HOMO	-0.3247	Eh
lowest unoccupied orbital energy	1.02	eV
largest force on an atom	0.0773	hartree/bohr
SMILES	C/C=C/O
orbital gap	0.3621	Eh
net charge	0
multiplicity	1
E	-193.06920	Eh
molecular weight	58.08	g mol⁻¹